1.
Molecular formula: H10O5
Method: DFT, ωB97M-V/def2-TZVPD

XYZ file:
```
15
Properties=species:S:1:pos:R:3:forces:R:3
O -1.1067 -1.1246 -2.1340 -0.05 -0.69 -1.38
H -1.1866 -0.8935 -1.2085 -0.67 0.38 -0.43
H -0.5379 -1.8945 -2.1408 -0.01 -0.33 -0.36
O 0.4388 2.7079 0.0969 -1.17 2.16 -1.22
H 1.1344 3.2001 0.5329 0.01 0.15 0.10
H 0.7306 1.7970 0.1328 -0.49 1.66 -0.50
O -1.4573 -1.8966 0.8583 -2.01 -4.29 2.23
H -1.0660 -2.3411 0.1062 -0.26 -0.31 0.07
H -1.2756 -0.9686 0.7098 -0.64 -0.57 0.56
O -0.5299 -0.2209 -0.0094 1.37 4.21 -1.50
H -0.2375 0.5529 0.4722 -0.58 0.13 -0.33
H 0.2781 -0.6775 -0.2435 0.09 0.06 0.10
O 1.2981 0.8114 0.8552 3.89 -2.30 2.32
H 2.0904 0.6749 0.3358 0.56 -0.01 -0.23
H 1.4272 0.2728 1.6359 -0.05 -0.25 0.58
```
Positions in Å, forces in eV/Å.

Values from the calculation:
DFT total energy: -382.0442 hartree
net charge: 0
relative energy (zero: lowest compared OMol25 entry of this formula, charge and spin): 472.6 kJ/mol

natural (NBO) population analysis, charges in e, atoms 1 to 6: atom 1 (O): -0.9460, atom 2 (H): 0.4712, atom 3 (H): 0.4411, atom 4 (O): -0.9532, atom 5 (H): 0.4561, atom 6 (H): 0.4422

***

2.
Molecular formula: C3H6N2O3
Method: DFT, ωB97M-V/def2-TZVPD

XYZ file:
```
14
Properties=species:S:1:pos:R:3:forces:R:3
N 0.2032 -0.3667 2.7464 3.05 -5.25 -2.25
C -0.1490 -1.4384 1.6977 -2.28 3.03 1.35
C -0.0955 -0.7414 0.3145 1.25 -2.62 -0.07
O -0.0293 -1.5418 -0.6015 -0.37 -0.83 -0.90
N 0.0329 0.5838 0.0614 -0.74 -3.24 -1.82
C 0.0417 1.1128 -1.2509 0.11 2.89 2.08
O 0.1519 2.3596 -1.1997 -0.29 -3.26 -1.97
O -0.1815 0.3121 -2.2726 0.74 -0.95 -1.52
H 0.9080 -0.8293 3.3167 -0.66 1.36 0.54
H -0.3473 0.3656 3.0146 -1.80 1.46 1.08
H 0.4700 -2.3762 1.7608 -0.26 1.49 -0.23
H -1.2380 -1.7899 1.8417 1.50 0.44 -0.34
H 0.1817 1.1984 0.7715 0.45 2.12 2.17
H 0.0598 -0.7252 -2.3371 -0.71 3.36 1.88
```
Positions in Å, forces in eV/Å.

Values from the calculation:
structure (SMILES): NCC(=O)NC(=O)O
DFT total energy: -453.1274 hartree
net charge: 0
relative energy (zero: lowest compared OMol25 entry of this formula, charge and spin): 193.3 kJ/mol

natural (NBO) population analysis, charges in e, atoms 1 to 6: atom 1 (N): -0.9078, atom 2 (C): -0.2968, atom 3 (C): 0.6746, atom 4 (O): -0.6495, atom 5 (N): -0.6505, atom 6 (C): 0.9099